A cluster of 6 separate species, C32H64N7O11P2 in total, computed with ωB97M-V/def2-TZVPD.

Calculated values
Total charge: -1
LUMO, eV: 1.699
DFT total energy, eV: -85743.836
Frontier orbital gap, eV: 6.884
HOMO level, Ha: -0.1905

Each line ends with the Löwdin charge.
Positions of all 116 atoms, in Å:
C -2.694 3.009 4.391  -0.0391
C -2.341 2.367 3.283  -0.1782
P -1.895 1.611 1.541  0.5312
C -0.899 0.205 2.416  -0.2202
C -0.152 -0.806 1.414  -0.1935
C 1.214 -0.184 0.751  -0.2010
N 2.205 -1.314 0.681  -0.1058
C 3.620 -0.847 0.719  -0.1973
C 4.239 -0.459 -0.729  -0.0622
C 3.546 -0.746 -2.109  -0.0214
C 4.266 -0.287 -3.451  -0.0833
C 5.660 0.456 -3.469  -0.0786
C 6.347 0.722 -2.059  -0.0129
C 5.657 0.270 -0.727  -0.1880
O 6.303 0.489 0.549  -0.0698
O -0.444 2.521 1.703  -0.3785
C -0.053 3.331 0.593  -0.2854
C -1.004 4.633 0.300  -0.2218
C -1.337 4.570 -1.298  -0.1471
O -1.652 1.029 -0.101  -0.2796
C -2.991 0.736 -0.629  -0.4039
N -2.973 -0.073 -1.893  0.0352
C -3.658 -0.102 0.620  -0.4547
P -5.356 -0.908 0.393  0.9393
O -6.345 -0.063 -0.747  -0.3786
O -4.988 -2.479 -0.288  -0.3510
O -3.408 0.759 1.755  -0.3762
H -3.109 3.333 5.419  -0.0008
H -2.768 2.680 1.066  0.0629
H -1.625 -0.347 3.114  0.0712
H -0.115 0.756 3.077  0.0975
H -0.817 -1.303 0.621  0.0965
H 0.236 -1.682 2.081  0.0756
H 1.589 0.732 1.333  0.1209
H 0.961 0.142 -0.330  0.1091
H 2.027 -1.890 -0.156  0.0897
H 4.320 -1.624 1.237  0.1100
H 3.685 0.104 1.375  0.1267
H 2.532 -1.301 -2.142  0.0903
H 3.742 -0.493 -4.452  0.0734
H 6.185 0.821 -4.431  0.0806
H 7.360 1.259 -2.015  0.0830
H 6.864 -0.301 0.756  0.0838
H 0.221 2.760 -0.385  0.1098
H 0.967 3.817 0.903  0.1169
H -0.391 5.615 0.440  0.0962
H -1.938 4.672 0.960  0.0922
H -0.299 4.624 -1.828  0.0763
H -2.006 5.426 -1.665  0.0612
H -1.785 3.521 -1.489  0.0618
H -3.737 1.628 -0.698  0.1450
H -2.441 0.440 -2.622  0.0766
H -3.921 -0.212 -2.277  0.0459
H -2.958 -1.014 0.696  0.1103
H -6.305 -0.628 -1.571  0.0453
H -4.463 -2.245 -1.109  0.0351
C 0.587 -2.601 4.819  -0.3336
O 0.337 -3.071 3.724  -0.0003
N -0.337 -2.294 5.777  -0.2005
C 0.038 -1.736 7.059  -0.0695
C -1.740 -2.536 5.501  -0.0401
H 1.622 -2.379 5.129  0.1299
H -0.295 -2.411 7.852  0.0827
H -0.446 -0.763 7.178  0.0912
H 1.120 -1.608 7.128  0.0801
H -1.885 -3.599 5.289  0.0904
H -2.035 -1.960 4.620  0.0805
H -2.355 -2.244 6.354  0.0871
C 9.384 -2.968 1.077  -0.3211
O 9.284 -2.226 0.115  -0.0021
N 8.350 -3.639 1.668  -0.2014
C 8.549 -4.505 2.812  -0.0625
C 7.012 -3.479 1.132  -0.0345
H 10.356 -3.159 1.561  0.1383
H 8.224 -5.516 2.553  0.0886
H 7.951 -4.132 3.648  0.0904
H 9.599 -4.530 3.106  0.0844
H 7.004 -3.800 0.088  0.1009
H 6.732 -2.424 1.177  0.0672
H 6.297 -4.073 1.704  0.0939
C 12.499 1.070 1.295  -0.3491
O 12.672 0.022 1.893  -0.0003
N 11.333 1.458 0.700  -0.2022
C 11.206 2.723 0.006  -0.0657
C 10.183 0.575 0.766  -0.0466
H 13.307 1.813 1.186  0.1257
H 10.421 3.314 0.485  0.0899
H 10.935 2.531 -1.035  0.0879
H 12.143 3.282 0.036  0.0801
H 9.929 0.399 1.815  0.0978
H 10.440 -0.379 0.302  0.0697
H 9.329 1.016 0.250  0.0815
C -8.269 2.829 -3.485  -0.3430
O -8.354 3.575 -4.445  -0.0005
N -9.311 2.157 -2.911  -0.1980
C -9.130 1.285 -1.768  -0.0604
C -10.642 2.323 -3.463  -0.0474
H -7.304 2.633 -2.989  0.1325
H -9.454 0.276 -2.038  0.0822
H -9.737 1.656 -0.939  0.0921
H -8.084 1.254 -1.460  0.0531
H -10.636 2.008 -4.508  0.0607
H -10.920 3.380 -3.417  0.0927
H -11.366 1.728 -2.904  0.0897
C -10.140 -0.224 -5.910  -0.3362
O -11.236 0.304 -5.837  0.0004
N -9.813 -1.443 -5.387  -0.2033
C -8.485 -2.005 -5.515  -0.0620
C -10.829 -2.198 -4.680  -0.0468
H -9.297 0.265 -6.426  0.1382
H -8.551 -2.958 -6.047  0.0879
H -8.071 -2.172 -4.517  0.0857
H -7.826 -1.332 -6.067  0.0858
H -11.667 -2.389 -5.356  0.0920
H -11.190 -1.608 -3.833  0.0884
H -10.423 -3.145 -4.321  0.0875

=====

A structure of composition CHNaO3Tl, computed with ωB97M-V/def2-TZVPD.

Calculated values
Total charge: -1
LUMO, eV: 1.407
DFT total energy, eV: -16303.302
Relative energy (zero: lowest compared OMol25 entry of this formula, charge and spin), eV: 0.000
Frontier orbital gap, eV: 3.315
HOMO level, Ha: -0.0701

Each line ends with the Löwdin charge.
Positions of all 7 atoms, in Å:
O -2.834 0.230 -0.662  -0.2847
H -3.074 0.301 1.576  0.0486
C -2.680 -0.783 0.032  -0.6098
O -2.498 -0.463 1.382  -0.2680
O 2.167 0.359 -0.381  -1.1034
Na 3.283 -1.238 -1.167  0.4630
Tl 0.129 0.057 0.000  0.7542